# 1
{"formula": "C30H80N8O14", "method": "wB97M-V/def2-TZVPD", "species": ["C", "O", "N", "N", "H", "H", "H", "H", "C", "O", "N", "N", "H", "H", "H", "H", "C", "O", "C", "C", "N", "C", "C", "O", "C", "H", "H", "H", "H", "H", "H", "H", "H", "H", "H", "H", "H", "H", "H", "H", "C", "O", "C", "C", "N", "C", "C", "O", "C", "H", "H", "H", "H", "H", "H", "H", "H", "H", "H", "H", "H", "H", "H", "H", "C", "O", "C", "C", "N", "C", "C", "O", "C", "H", "H", "H", "H", "H", "H", "H", "H", "H", "H", "H", "H", "H", "H", "H", "C", "O", "C", "C", "N", "C", "C", "O", "C", "H", "H", "H", "H", "H", "H", "H", "H", "H", "H", "H", "H", "H", "H", "H", "C", "C", "O", "O", "H", "H", "H", "H", "H", "H", "C", "C", "O", "O", "H", "H", "H", "H", "H", "H"], "xyz": [[-10.5550, -24.8043, -12.8942], [-10.1848, -23.6801, -12.7589], [-10.0053, -25.7763, -12.2910], [-11.5494, -25.1534, -13.6668], [-9.2142, -25.6762, -11.6712], [-10.1993, -26.6662, -12.7274], [-11.9511, -24.4373, -14.2549], [-11.9454, -26.0791, -13.5872], [-16.0960, -28.5776, -10.5949], [-15.6445, -29.7244, -10.5275], [-15.3242, -27.5081, -10.3842], [-17.3463, -28.4759, -10.7883], [-15.6261, -26.5829, -10.6543], [-14.3605, -27.7284, -10.1771], [-17.8524, -29.3492, -10.8248], [-17.8250, -27.6042, -10.9644], [-14.2916, -22.9895, -11.5352], [-15.7021, -23.3257, -11.4213], [-16.2271, -24.1538, -12.4396], [-17.5924, -24.6482, -12.0545], [-17.6786, -25.2919, -10.7170], [-19.1207, -25.6104, -10.3380], [-19.8997, -24.3733, -9.9657], [-19.2717, -23.8229, -8.7806], [-19.6939, -24.3006, -7.5007], [-13.9276, -22.3063, -10.7679], [-14.2953, -22.3604, -12.4254], [-13.6186, -23.8303, -11.7033], [-15.5350, -24.9758, -12.6224], [-16.3887, -23.5354, -13.3226], [-17.8438, -25.2659, -12.9168], [-18.3253, -23.8534, -12.1931], [-17.3924, -24.6100, -10.0291], [-19.0389, -26.2744, -9.4774], [-19.6346, -26.1231, -11.1511], [-20.9852, -24.4468, -10.0312], [-19.7626, -23.5875, -10.7085], [-18.9166, -24.0996, -6.7634], [-19.8949, -25.3706, -7.5543], [-20.6045, -23.7719, -7.2189], [-19.4831, -31.2266, -9.8229], [-19.5080, -30.4524, -11.0050], [-20.9007, -30.3582, -11.5289], [-20.9665, -29.1762, -12.5447], [-19.8777, -29.2671, -13.4994], [-19.5423, -28.0728, -14.2820], [-18.5450, -28.5170, -15.3569], [-17.3945, -29.1854, -14.8668], [-16.7028, -29.9531, -15.8178], [-20.0149, -32.1749, -9.8998], [-19.9249, -30.8048, -8.9201], [-18.4401, -31.4347, -9.5843], [-21.6137, -30.1957, -10.7206], [-21.1267, -31.3311, -11.9653], [-20.8115, -28.2372, -12.0135], [-21.9678, -29.2532, -12.9684], [-19.0242, -29.6599, -13.1288], [-19.2526, -27.1831, -13.7230], [-20.5284, -27.8092, -14.6642], [-18.2834, -27.6081, -15.8987], [-19.0922, -29.1740, -16.0330], [-16.4466, -29.3230, -16.6696], [-17.3797, -30.7124, -16.2096], [-15.8606, -30.4517, -15.3381], [-10.2478, -34.2312, -20.0480], [-8.9918, -33.7808, -20.5976], [-8.1949, -32.9231, -19.8143], [-8.7684, -31.4815, -19.8713], [-8.6694, -30.9257, -21.2374], [-9.5878, -29.8573, -21.5329], [-9.6362, -28.6758, -20.6072], [-9.9568, -28.9830, -19.2874], [-11.3316, -29.1692, -18.8544], [-10.7659, -33.4898, -19.4397], [-10.0744, -35.0330, -19.3303], [-10.9314, -34.6808, -20.7682], [-7.1833, -32.9430, -20.2197], [-8.1800, -33.2838, -18.7858], [-8.2337, -30.8723, -19.1425], [-9.8094, -31.5215, -19.5506], [-8.8579, -31.6761, -21.8866], [-10.5882, -30.2325, -21.7484], [-9.2601, -29.5197, -22.5162], [-10.1075, -27.7831, -21.0184], [-8.5922, -28.3726, -20.5278], [-11.9472, -29.6786, -19.5958], [-11.8370, -28.2760, -18.4872], [-11.3310, -29.7713, -17.9458], [-17.2169, -26.4326, -18.5824], [-17.3674, -27.1700, -19.8079], [-17.2767, -28.5776, -19.5758], [-17.3499, -29.2771, -20.9505], [-16.3179, -28.8636, -21.9341], [-16.6397, -29.4405, -23.2138], [-15.7626, -28.9709, -24.4945], [-14.4281, -29.4304, -24.2898], [-13.5067, -29.2304, -25.3134], [-16.3846, -26.7727, -17.9661], [-18.1135, -26.6509, -18.0023], [-17.1034, -25.3790, -18.8378], [-18.0831, -29.0156, -18.9876], [-16.3034, -28.7843, -19.1307], [-18.3111, -29.0041, -21.3860], [-17.2540, -30.3534, -20.8075], [-16.2987, -27.8538, -21.9329], [-17.6210, -29.0500, -23.4833], [-16.7148, -30.5248, -23.1312], [-15.7765, -27.8810, -24.4988], [-16.2255, -29.3314, -25.4131], [-13.6574, -29.9231, -26.1414], [-12.5567, -29.2317, -24.7790], [-13.5975, -28.2401, -25.7596], [-12.5370, -29.7820, -8.7451], [-11.8365, -28.8237, -9.7185], [-12.6330, -27.7908, -10.2803], [-13.4151, -30.6554, -9.4324], [-13.1405, -29.2856, -7.9851], [-11.7942, -30.3875, -8.2259], [-11.3792, -29.4709, -10.4669], [-10.9769, -28.3320, -9.2631], [-12.3099, -26.9907, -9.8595], [-14.1282, -30.1461, -9.8245], [-14.4835, -27.1521, -15.1178], [-14.2239, -27.7750, -13.6532], [-12.8169, -27.7152, -13.3032], [-13.8814, -27.9869, -16.0911], [-14.1988, -26.1023, -15.1884], [-15.5541, -27.1537, -15.3228], [-14.5408, -28.8142, -13.5649], [-14.8647, -27.1886, -12.9947], [-12.7155, -27.8035, -12.3526], [-12.9712, -28.0021, -15.7864]], "atomic_forces_ev_per_a": [[-0.4, 2.5, -0.7], [1.0, 4.0, 0.3], [2.3, -5.4, 2.3], [-2.6, -0.4, -2.4], [-0.3, 0.1, -0.3], [0.5, -0.3, 0.7], [0.0, -0.3, 0.3], [-0.4, 0.1, -0.3], [3.5, -0.8, 0.9], [1.1, -1.1, 0.2], [-0.2, 0.6, -0.1], [-5.4, 1.1, -1.1], [0.0, -0.1, 0.4], [0.2, 0.4, -0.3], [-0.1, 0.4, -0.3], [0.3, -0.1, 0.2], [-1.3, 0.7, -1.6], [0.7, -0.1, 1.4], [0.6, 0.8, 0.9], [-0.4, 0.0, 0.2], [-1.6, -0.3, -1.2], [1.1, 0.3, -0.4], [1.1, 1.0, 0.3], [-0.6, 0.1, -0.1], [-0.3, 0.0, -1.0], [-0.5, -0.6, 0.5], [0.7, 0.0, -0.5], [-0.2, -0.2, 0.3], [0.1, -0.2, -0.3], [0.3, -0.2, -0.6], [-0.2, -1.0, 0.4], [0.0, 0.6, 0.4], [0.4, 0.2, 0.1], [-0.3, -0.1, 0.0], [0.2, -0.2, -0.2], [-0.3, -0.5, 1.1], [0.5, 0.0, -0.1], [0.1, 0.0, -0.2], [0.0, -0.2, 0.2], [-0.2, -0.1, 0.2], [0.5, -0.6, 0.4], [-2.3, 0.1, 0.1], [1.8, 0.7, -0.1], [1.4, -1.0, 1.0], [0.2, -0.3, -0.6], [-0.8, -1.7, 0.6], [-0.4, 0.5, -0.3], [-0.6, 0.7, 1.2], [-0.9, 0.0, -0.4], [0.0, -0.3, -0.6], [-0.2, 0.9, -0.1], [0.0, 0.0, -0.1], [0.1, 0.2, 0.2], [0.0, 0.0, -0.4], [-0.7, 0.2, 0.5], [0.0, 0.4, -0.5], [-0.2, -0.1, 0.4], [0.6, 0.0, 0.5], [0.2, 0.4, -1.0], [0.4, 0.1, -0.4], [0.0, -0.2, -0.2], [0.6, 0.0, 0.0], [-0.1, -0.4, -0.1], [0.0, 0.4, -0.1], [0.9, -0.1, 1.0], [-1.1, -0.9, -0.9], [-1.0, 1.1, 0.1], [0.5, -0.8, -0.3], [0.7, -0.4, 1.5], [-0.9, 0.0, -1.6], [1.6, 0.0, 0.1], [-1.5, 0.0, 1.5], [0.6, -0.1, -0.1], [-0.1, 0.5, -0.4], [0.4, -0.3, 0.1], [0.4, 0.5, -0.5], [-0.1, -0.1, -0.1], [0.1, 0.1, 0.3], [0.0, 0.2, -0.2], [-0.2, 0.0, 0.2], [0.0, -0.1, 0.0], [-0.6, -0.2, 0.4], [0.0, 0.6, -0.1], [-0.7, -0.2, -0.1], [0.3, 0.2, 0.1], [0.0, 0.1, -0.2], [0.2, 0.6, -0.6], [0.5, -0.4, -0.2], [-0.6, -0.7, -0.5], [0.2, -0.3, 0.7], [0.8, 0.0, -1.8], [0.7, 0.9, -0.1], [0.5, -0.5, 1.3], [0.3, 1.4, -2.0], [0.2, -0.8, 2.7], [-1.2, -0.2, 0.3], [-0.2, 0.9, 0.1], [0.4, -0.1, -0.2], [-0.2, 0.5, 0.3], [-0.1, -0.1, 0.1], [-0.2, 0.4, 0.4], [0.0, -0.1, 0.3], [-0.6, -0.4, 0.1], [-0.3, -0.1, 0.0], [0.0, 0.1, -0.3], [-0.7, -0.3, -0.4], [0.3, 0.0, -0.1], [0.0, 0.3, -0.1], [0.0, -0.3, -0.1], [0.5, -0.5, 0.1], [0.3, -0.5, -0.7], [-0.1, 0.4, 0.0], [-0.9, 0.3, -0.6], [0.9, -0.8, 0.9], [0.0, -1.1, -0.5], [1.3, -0.7, 0.4], [0.3, 0.6, 0.2], [0.2, 0.0, -0.1], [-0.4, 0.1, -0.5], [0.1, 0.0, 0.5], [0.1, 1.1, 0.2], [-0.9, 0.3, -0.4], [-0.2, -1.6, 1.8], [-0.1, 1.1, -1.2], [-0.9, 0.3, -1.2], [0.2, 0.6, 0.0], [0.6, 0.0, 0.1], [-0.2, -0.3, 0.2], [-0.2, 0.0, -0.4], [0.3, 0.1, 0.4], [-0.1, -0.1, 0.8], [0.5, -0.4, -0.3]], "mulliken_charge": [-0.5862, -0.3852, -0.1535, -0.1162, 0.3789, 0.1744, 0.2018, 0.3501, 0.9218, -1.0077, -0.0368, 0.4033, -0.0554, -0.0115, -0.2202, -0.0521, -0.9993, -0.2059, -0.2870, -0.2725, -0.1491, -0.4839, -0.6354, -0.2238, -0.8057, 0.3725, 0.3383, 0.3151, -0.2676, 0.5228, -0.1678, 0.3945, 0.3633, 0.4882, -0.0107, 0.4052, 0.2387, 0.2401, 0.3383, 0.2762, -1.0581, -0.3019, -0.9262, -0.1554, -0.2577, -0.4474, -0.0413, 0.0502, -0.9282, 0.3844, 0.3591, 0.2824, 0.4562, 0.3833, 0.0284, 0.3411, 0.2880, -0.2442, 0.4768, 0.0171, 0.3635, 0.1552, 0.4074, 0.2443, -0.7082, -0.3554, -0.6691, -0.0180, -0.4710, -0.5112, -0.7336, -0.2859, -0.7249, 0.2727, 0.2922, 0.2587, 0.3345, 0.3898, 0.3017, -0.0069, 0.2950, 0.3207, 0.4422, 0.4135, 0.2860, 0.3058, 0.3087, 0.2272, -0.4984, -0.3656, -0.0883, -0.9035, -0.2358, -0.7494, -0.6007, -0.2367, -0.7122, 0.0816, 0.2165, 0.3308, 0.2569, 0.2604, 0.3744, 0.3541, 0.2241, 0.4324, 0.3668, 0.3396, 0.3613, 0.2786, 0.1709, 0.3270, -0.5820, -1.5060, 2.3173, -0.4707, 0.3283, 0.3667, 0.0326, 0.6601, -1.0145, 0.2915, -0.5941, 0.7775, -0.6743, -0.4432, 0.3900, 0.0717, 0.2871, -0.8935, -0.0275, 0.2665], "multiplicity": 2, "homo_ev": [0.5621, -6.7653], "total_charge": -1}

***

# 2
{"formula": "C2H2ClF2I", "method": "wB97M-V/def2-TZVPD", "species": ["F", "C", "F", "Cl", "C", "I", "H", "H"], "xyz": [[1.4923, 2.2508, -0.6669], [0.2247, 1.8136, -0.3295], [-0.4716, 2.1030, -1.5025], [-0.3677, 2.7744, 1.0172], [-0.3564, 0.1993, 0.0086], [-2.4805, 0.2053, -0.0557], [0.0955, -0.1429, 0.9651], [0.1802, -0.3424, -0.6845]], "atomic_forces_ev_per_a": [[-1.1, -1.8, 1.1], [-2.0, -0.8, -1.2], [0.4, 0.1, 1.1], [0.3, 0.5, -0.1], [2.2, 3.4, 1.4], [0.8, -0.3, 0.0], [-0.9, 0.6, -0.3], [0.2, -1.6, -2.1]], "nbo_charge": [-0.3184, 0.6367, -0.3549, -0.0259, -0.5884, 0.1999, 0.2359, 0.2151], "multiplicity": 1, "homo_ev": -9.9989, "total_charge": 0}

***

Q: Which relative energy (zero: lowest compared OMol25 entry of this formula, charge and spin) values were calculated for the entries above? A: 0.0 20.1, in kcal/mol.